Density functional theory data (ωB97M-V/def2-TZVPD) for a single C11H24O8P2 molecule.

- SMILES = COCCCCCCCC[C@@H](OC(=O)P(O)O)P(=O)(O)O
- LUMO level (eV) = -0.795
- Kohn-Sham gap (eV) = 7.7
- highest occupied orbital energy (eV) = -8.51

Atoms and positions in Å:
C: 2.26 -5.44 1.22
O: 0.96 -5.64 1.89
C: 0.18 -4.40 1.97
C: -0.98 -4.25 0.78
C: -1.04 -2.72 0.16
C: -2.29 -1.82 0.75
C: -1.66 -0.31 1.10
C: -2.77 0.89 1.02
C: -2.44 1.85 -0.30
C: -1.42 3.10 0.05
C: 0.02 3.03 -0.75
O: -0.10 3.85 -1.97
C: 0.67 3.31 -3.09
O: 0.05 3.30 -4.30
P: 2.47 2.67 -3.05
O: 3.57 3.78 -3.90
O: 2.66 1.12 -3.83
P: 1.48 3.83 0.27
O: 2.19 4.95 -0.65
O: 2.61 2.57 0.68
O: 0.93 4.68 1.69
H: 2.09 -5.61 0.06
H: 3.00 -6.27 1.65
H: 2.76 -4.40 1.42
H: 0.89 -3.46 2.02
H: -0.42 -4.41 3.00
H: -0.69 -4.98 -0.12
H: -2.00 -4.61 1.23
H: -1.00 -2.71 -1.02
H: -0.04 -2.18 0.51
H: -3.20 -1.73 -0.01
H: -2.70 -2.36 1.72
H: -1.26 -0.36 2.22
H: -0.76 -0.06 0.36
H: -2.62 1.61 1.96
H: -3.88 0.52 1.04
H: -3.45 2.31 -0.73
H: -1.97 1.21 -1.16
H: -1.99 4.09 -0.29
H: -1.18 3.14 1.20
H: 0.24 1.92 -1.05
H: 4.50 3.37 -3.82
H: 3.55 0.74 -3.52
H: 2.04 1.88 1.16
H: 0.73 4.05 2.45

Density functional theory data (ωB97M-V/def2-TZVPD) for C9H28AgF2N2O11S2 as an isolated structure.

- LUMO level (eV) = 2.389
- Kohn-Sham gap (eV) = 6.3
- net charge = -1
- highest occupied orbital energy (eV) = -3.89
- ΔE to the lowest compared entry with this formula, charge and spin (kcal/mol) = 0.0

Atoms and positions in Å:
N: 1.13 0.59 2.92
H: 0.79 0.47 3.86
H: 1.95 1.20 2.84
H: 0.43 1.15 2.28
H: 1.39 -0.28 2.42
Ag: -0.17 -0.01 -0.19
N: 2.00 -0.75 -1.31
S: 2.16 -1.82 -2.48
O: 2.13 -3.19 -2.08
O: 3.10 -1.42 -3.48
F: 0.76 -1.59 -3.20
S: 3.58 -0.26 -0.99
O: 4.11 0.70 -1.86
O: 4.40 -1.28 -0.43
F: 3.11 0.60 0.25
C: -0.56 2.93 1.57
O: -0.64 4.15 1.23
O: -1.26 2.45 2.60
O: 0.29 2.10 0.93
C: -3.59 1.91 -2.06
C: -2.60 1.46 -0.96
O: -2.38 0.02 -1.03
H: -4.07 1.02 -2.49
H: -3.04 2.41 -2.86
H: -4.34 2.63 -1.74
H: -3.04 1.64 0.02
H: -1.68 2.02 -1.09
H: -3.21 -0.43 -0.92
C: -2.30 -2.24 3.08
C: -2.11 -0.74 3.17
O: -1.66 -0.22 1.93
H: -2.95 -2.62 3.88
H: -1.34 -2.77 3.17
H: -2.74 -2.56 2.13
H: -1.43 -0.43 3.98
H: -3.08 -0.28 3.41
H: -1.83 0.77 1.97
C: 1.85 -4.02 1.75
C: 0.94 -2.98 1.14
O: 1.48 -1.65 1.36
H: 1.91 -3.88 2.83
H: 2.83 -3.94 1.28
H: 1.46 -5.03 1.58
H: -0.05 -3.00 1.60
H: 0.72 -3.19 0.09
H: 1.81 -1.39 0.48
C: 0.43 3.33 -3.81
C: 0.65 1.87 -3.48
O: 0.91 1.81 -2.06
H: 0.23 3.48 -4.87
H: 1.35 3.89 -3.64
H: -0.32 3.73 -3.12
H: 1.50 1.46 -4.04
H: -0.23 1.26 -3.70
H: 1.22 0.91 -1.88

Density functional theory data (ωB97M-V/def2-TZVPD) for a 2-piece molecular cluster, C3H10NO2 overall.

- LUMO level (eV) = 4.264
- Kohn-Sham gap (eV) = 7.3
- net charge = -1
- highest occupied orbital energy (eV) = -3.08
- ΔE to the lowest compared entry with this formula, charge and spin (kcal/mol) = 24.9

Atoms and positions in Å:
C: 0.78 1.36 -0.70
N: -0.04 0.23 -0.29
C: 0.76 -0.90 0.16
C: 0.13 -1.28 1.59
O: -0.50 -0.18 2.09
H: 1.37 1.19 -1.61
H: 0.14 2.22 -0.92
H: 1.42 1.68 0.13
H: -0.46 0.42 0.68
H: 0.73 -1.78 -0.50
H: 1.78 -0.58 0.43
H: -0.60 -2.09 1.33
H: 0.89 -1.69 2.28
H: -2.48 -0.16 -1.82
H: -1.54 0.77 -1.16
O: -2.37 0.79 -1.69

Density functional theory data (ωB97M-V/def2-TZVPD) for C30H35B2Br2F5N7O5Ti as an isolated structure.

- LUMO level (spin up / spin down) (eV) = -7.241 / -7.244
- Kohn-Sham gap (spin up / spin down) (eV) = 4.7 / 6.4
- net charge = +2
- spin multiplicity = 2
- highest occupied orbital energy (spin up / spin down) (eV) = -11.94 / -13.60

Atoms and positions in Å:
Ti: -0.85 1.54 0.37
C: -1.50 -0.34 4.14
C: -0.97 0.17 2.86
N: -1.63 0.21 1.75
O: -2.90 -0.24 1.74
B: -3.90 0.93 1.63
F: -3.57 1.83 2.63
F: -5.14 0.42 1.67
O: -3.70 1.61 0.27
N: -2.63 2.46 0.32
C: -2.76 3.65 0.80
C: -4.04 4.32 1.07
C: -1.44 4.23 1.23
N: -0.57 3.31 1.41
O: 0.60 3.63 2.01
B: 1.89 3.17 1.34
F: 1.98 3.68 0.08
F: 2.89 3.50 2.19
O: 1.89 1.60 1.20
N: 0.73 0.96 1.48
C: 0.43 0.72 2.71
C: 1.32 0.98 3.86
C: -1.21 5.66 1.55
H: -2.43 -0.88 3.97
H: -1.72 0.51 4.79
H: -0.77 -0.97 4.64
H: -4.88 3.67 0.83
H: -4.11 5.24 0.47
H: -4.09 4.61 2.12
H: 2.27 1.40 3.53
H: 1.49 0.06 4.42
H: 0.84 1.69 4.54
H: -2.11 6.25 1.44
H: -0.43 6.04 0.88
H: -0.82 5.76 2.56
Br: 0.49 4.41 -3.33
C: -0.43 2.80 -3.46
C: -0.91 2.34 -4.71
C: -1.61 1.17 -4.80
Br: -2.22 0.60 -6.48
C: -1.88 0.38 -3.64
C: -2.66 -0.79 -3.59
C: -2.89 -1.40 -2.38
C: -2.34 -0.86 -1.21
N: -1.56 0.22 -1.22
C: -1.36 0.85 -2.43
C: -0.64 2.05 -2.35
O: -0.24 2.36 -1.08
H: -0.73 2.93 -5.59
H: -3.09 -1.18 -4.50
H: -3.52 -2.27 -2.31
H: -2.54 -1.30 -0.25
F: 5.55 -3.75 -1.37
C: 4.81 -2.65 -1.59
C: 4.71 -1.71 -0.57
C: 3.93 -0.59 -0.78
C: 3.22 -0.39 -1.99
C: 2.38 0.72 -2.16
C: 3.38 -1.37 -3.00
C: 4.17 -2.49 -2.80
H: 5.28 -1.85 0.34
H: 3.85 0.17 -0.01
H: 1.86 0.89 -3.09
H: 2.29 1.44 -1.36
H: 2.88 -1.23 -3.95
H: 4.31 -3.24 -3.58
C: 1.18 -4.26 -1.10
C: 0.62 -2.82 -1.05
N: 0.20 -2.47 0.31
C: 1.38 -2.41 1.17
C: 2.19 -3.73 1.09
N: 1.34 -4.72 0.33
C: 0.00 -4.85 0.99
C: -0.72 -3.49 0.82
H: 2.15 -4.32 -1.58
H: 0.51 -4.97 -1.58
H: -0.23 -2.74 -1.73
H: 1.38 -2.11 -1.37
H: 1.05 -2.24 2.20
H: 2.01 -1.58 0.86
H: 2.41 -4.16 2.06
H: 3.12 -3.61 0.54
H: 1.81 -5.62 0.34
H: 0.17 -5.11 2.03
H: -0.53 -5.67 0.51
H: -1.14 -3.16 1.77
H: -1.55 -3.60 0.11

Density functional theory data (ωB97M-V/def2-TZVPD) for a 2-piece molecular cluster, C4H14NO overall.

- LUMO level (eV) = -3.163
- Kohn-Sham gap (eV) = 11.7
- net charge = +1
- highest occupied orbital energy (eV) = -14.88
- ΔE to the lowest compared entry with this formula, charge and spin (kcal/mol) = 38.4

Atoms and positions in Å:
C: 1.20 0.71 1.81
C: 1.01 0.44 0.33
N: -0.19 1.37 -0.18
C: -0.90 0.63 -1.23
C: -2.03 -0.27 -0.74
H: 2.09 0.29 2.25
H: 0.29 0.55 2.41
H: 1.46 1.77 1.90
H: 1.83 0.65 -0.36
H: 0.68 -0.51 -0.07
H: 0.20 2.22 -0.59
H: -0.87 1.70 0.54
H: -0.18 0.25 -1.97
H: -1.45 1.27 -1.96
H: -2.35 -0.01 0.30
H: -2.89 -0.32 -1.42
H: -1.51 -1.22 -0.49
H: 1.67 -2.54 -0.40
H: 0.95 -3.95 -0.21
O: 0.99 -3.02 0.06

Density functional theory data (ωB97M-V/def2-TZVPD) for C32H23Br2MgN2O6 as an isolated structure.

- LUMO level (eV) = 1.641
- Kohn-Sham gap (eV) = 6.4
- net charge = -1
- highest occupied orbital energy (eV) = -4.74
- ΔE to the lowest compared entry with this formula, charge and spin (kcal/mol) = 21.0

Atoms and positions in Å:
Mg: 0.25 -0.85 -0.36
O: -1.12 -1.61 3.70
C: -0.74 -1.82 2.43
O: 0.38 -1.99 2.07
C: -1.93 -1.93 1.51
C: -3.19 -2.30 1.95
C: -4.21 -2.40 1.02
C: -3.93 -2.12 -0.31
C: -2.65 -1.75 -0.66
N: -1.67 -1.67 0.23
C: -2.20 -1.40 -2.07
O: -3.13 -1.41 -3.05
O: -1.06 -1.12 -2.29
H: -0.30 -1.47 4.20
H: -3.36 -2.48 3.00
H: -5.20 -2.69 1.33
H: -4.73 -2.20 -1.04
H: -4.00 -1.61 -2.70
N: 2.20 -0.21 0.55
C: 3.19 0.32 -0.33
C: 4.46 -0.23 -0.31
C: 5.44 0.19 -1.20
C: 5.14 1.19 -2.12
C: 3.87 1.74 -2.12
C: 2.86 1.34 -1.24
C: 1.51 1.98 -1.32
C: 1.48 3.37 -1.53
C: 0.28 4.04 -1.66
C: -0.91 3.31 -1.59
C: -0.85 1.94 -1.38
C: 0.34 1.20 -1.21
H: 2.59 -0.91 1.16
H: 1.78 0.52 1.15
H: 4.68 -1.01 0.40
H: 6.43 -0.26 -1.18
H: 5.88 1.52 -2.83
H: 3.62 2.50 -2.86
H: 2.41 3.93 -1.56
H: 0.26 5.12 -1.80
H: -1.86 3.82 -1.69
H: -1.81 1.43 -1.30
Br: 2.59 -6.64 -3.52
C: 1.96 -5.10 -2.57
C: 2.76 -3.98 -2.48
C: 2.28 -2.87 -1.77
C: 1.02 -2.81 -1.14
C: 0.28 -4.00 -1.29
C: 0.71 -5.14 -1.98
H: 3.73 -3.96 -2.95
H: 2.94 -2.01 -1.73
H: -0.71 -4.08 -0.84
H: 0.10 -6.03 -2.05
Br: -5.48 2.84 2.56
C: -3.62 3.18 2.80
C: -3.22 4.37 3.40
C: -1.86 4.60 3.56
C: -0.93 3.66 3.15
C: -1.35 2.47 2.56
C: -2.71 2.24 2.38
C: -0.34 1.44 2.09
O: 0.84 1.57 2.43
O: -0.83 0.47 1.44
H: -3.96 5.09 3.71
H: -1.54 5.53 4.02
H: 0.13 3.81 3.28
H: -3.02 1.32 1.89

Number 1: F_max 0.18660 hartree/bohr, energy -1717.9200 Eh. Number 2: F_max 0.04854 hartree/bohr, energy -2439.9723 Eh. Number 3: F_max 0.03197 hartree/bohr, energy -325.5150 Eh. Number 4: F_max 0.03446 hartree/bohr, energy -8469.9514 Eh. Number 5: F_max 0.07431 hartree/bohr, energy -290.5141 Eh. Number 6: F_max 0.01857 hartree/bohr, energy -7142.4945 Eh.